No. 1
The following is a quantum chemistry calculation of 2 unconnected molecules or ions with the total composition C3H9NO in a non-equilibrium geometry, from OMol25.

Values from the calculation:
LUMO (spin up / spin down)	-5.68 / -8.07	eV
charge	+1
frontier orbital gap (spin up / spin down)	8.2704 / 5.8624	eV
spin multiplicity	2
relative energy (zero: lowest compared OMol25 entry of this formula, charge and spin)	68.1	kcal/mol

```
14
Properties=species:S:1:pos:R:3:nbo_charge:R:1
C -0.995 1.103 -2.145 -0.259
O -0.758 0.458 -0.910 -0.759
H -0.782 2.169 -2.136 0.175
H -0.212 0.746 -2.960 0.169
H -2.009 1.025 -2.554 0.211
C 0.925 -0.901 1.262 0.138
C -0.240 -1.522 1.249 -0.149
N 1.153 0.424 0.903 -0.694
H 1.628 -1.315 1.865 0.237
H -0.623 -2.023 2.211 0.276
H -0.889 -1.564 0.348 0.294
H 2.112 0.784 1.294 0.439
H 0.172 0.419 -0.703 0.468
H 0.454 1.045 1.390 0.454
```



No. 2
The following is a quantum chemistry calculation of 2 unconnected molecules or ions with the total composition C3H9NO in a non-equilibrium geometry, from OMol25.

Values from the calculation:
LUMO (spin up / spin down)	-5.71 / -9.84	eV
charge	+1
frontier orbital gap (spin up / spin down)	5.3882 / 1.2636	eV
spin multiplicity	2
relative energy (zero: lowest compared OMol25 entry of this formula, charge and spin)	85.5	kcal/mol

```
14
Properties=species:S:1:pos:R:3:nbo_charge:R:1
C -4.136 -0.834 -0.218 -0.424
N -4.062 0.196 0.830 -0.818
H -3.145 -0.823 -0.744 0.171
H -4.868 -0.616 -1.010 0.207
H -4.173 -1.899 0.173 0.171
H -5.002 0.384 1.076 0.351
H -3.613 -0.173 1.562 0.341
C 4.386 0.380 0.615 -0.144
C 3.801 0.122 -0.590 0.254
O 4.037 0.999 -1.781 -0.435
H 4.202 -0.041 1.644 0.292
H 5.156 1.203 0.658 0.243
H 3.069 -0.696 -0.941 0.284
H 4.348 1.797 -1.273 0.506
```



No. 3
The following is a quantum chemistry calculation of 2 unconnected molecules or ions with the total composition C3H9NO2, from OMol25.

Values from the calculation:
LUMO	0.86	eV
frontier orbital gap	10.6275	eV
relative energy (zero: lowest compared OMol25 entry of this formula, charge and spin)	26.4	kcal/mol

```
15
Properties=species:S:1:pos:R:3:nbo_charge:R:1
C 0.987 0.708 -0.549 -0.618
C 0.359 -0.349 0.359 -0.179
N 1.299 -1.061 1.229 -0.828
C -0.681 0.314 1.233 0.469
O -1.762 0.689 0.847 -0.553
H 1.715 0.232 -1.205 0.218
H 1.497 1.468 0.043 0.199
H 0.227 1.187 -1.172 0.238
H -0.169 -1.092 -0.243 0.234
H 1.977 -0.415 1.618 0.352
H 1.821 -1.737 0.684 0.366
H -0.405 0.472 2.293 0.118
O -1.949 -0.240 -1.874 -0.975
H -2.822 -0.323 -2.270 0.469
H -2.092 0.146 -0.994 0.490
```



No. 4
The following is a quantum chemistry calculation of 2 unconnected molecules or ions with the total composition C3H9NO2, from OMol25.

Values from the calculation:
LUMO	0.76	eV
frontier orbital gap	10.7834	eV
relative energy (zero: lowest compared OMol25 entry of this formula, charge and spin)	21.6	kcal/mol

```
15
Properties=species:S:1:pos:R:3:nbo_charge:R:1
C -1.159 2.064 1.133 -0.720
C -0.168 1.652 0.087 0.674
N -0.160 2.448 -1.037 -0.831
O 0.612 0.739 0.231 -0.600
H -0.806 2.896 1.751 0.243
H -1.374 1.243 1.823 0.242
H -2.108 2.373 0.674 0.213
H 0.422 2.112 -1.792 0.395
H -1.006 2.898 -1.341 0.386
C -0.128 -3.279 -0.368 -0.245
O 1.172 -3.107 0.179 -0.725
H -0.617 -4.034 0.262 0.179
H -0.667 -2.342 -0.386 0.168
H -0.093 -3.739 -1.360 0.156
H 1.683 -2.485 -0.355 0.468
```



No. 5
The following is a quantum chemistry calculation of C3H9NO2 in the gas phase in a non-equilibrium geometry, from OMol25.

Values from the calculation:
LUMO	0.87	eV
frontier orbital gap	10.3976	eV
relative energy (zero: lowest compared OMol25 entry of this formula, charge and spin)	44.3	kcal/mol

```
15
Properties=species:S:1:pos:R:3:nbo_charge:R:1
O 2.165 -0.018 0.921 -0.727
C 0.927 -0.006 1.590 -0.064
C -0.141 0.352 0.538 -0.256
N 0.041 -0.637 -0.558 -0.620
C -1.053 -0.589 -1.528 0.078
O -1.423 0.697 -2.010 -0.735
H 2.874 0.239 1.499 0.477
H 0.828 0.707 2.422 0.162
H 0.676 -1.011 1.945 0.165
H 0.039 1.390 0.242 0.180
H -1.152 0.189 0.917 0.189
H 0.800 -0.269 -1.132 0.363
H -2.032 -0.989 -1.200 0.146
H -0.731 -1.249 -2.329 0.179
H -1.817 1.195 -1.317 0.463
```



No. 6
The following is a quantum chemistry calculation of 2 unconnected molecules or ions with the total composition C3H9NO2 in a non-equilibrium geometry, from OMol25.

Values from the calculation:
LUMO	0.77	eV
frontier orbital gap	10.1918	eV
relative energy (zero: lowest compared OMol25 entry of this formula, charge and spin)	42.7	kcal/mol

```
15
Properties=species:S:1:pos:R:3:nbo_charge:R:1
C -0.959 2.260 -1.943 -0.732
C -0.719 1.128 -0.883 0.809
O -1.535 0.309 -0.480 -0.595
O 0.628 1.158 -0.765 -0.710
H 0.003 2.263 -2.444 0.239
H -0.957 3.153 -1.249 0.240
H -1.880 1.962 -2.606 0.245
H 1.025 0.402 -0.354 0.507
C 1.059 -1.785 1.895 -0.447
N 0.070 -1.745 0.758 -0.853
H 1.949 -2.103 1.339 0.188
H 0.768 -2.531 2.638 0.183
H 1.450 -0.846 2.300 0.196
H -0.316 -2.631 0.818 0.355
H -0.586 -0.993 0.975 0.376
```



No. 7
The following is a quantum chemistry calculation of 2 unconnected molecules or ions with the total composition C3H9NO2 in a non-equilibrium geometry, from OMol25.

Values from the calculation:
LUMO	0.84	eV
frontier orbital gap	9.5512	eV
relative energy (zero: lowest compared OMol25 entry of this formula, charge and spin)	24.6	kcal/mol

```
15
Properties=species:S:1:pos:R:3:nbo_charge:R:1
C -0.959 2.218 -2.045 -0.738
C -0.667 1.141 -1.084 0.796
O -1.452 0.417 -0.531 -0.599
O 0.652 1.086 -0.785 -0.711
H -0.233 2.282 -2.848 0.248
H -0.733 3.191 -1.594 0.248
H -2.014 2.229 -2.292 0.242
H 0.881 0.431 -0.081 0.511
C 1.104 -1.819 2.000 -0.411
N 0.057 -1.899 0.949 -0.905
H 2.068 -1.582 1.536 0.170
H 1.188 -2.746 2.557 0.183
H 0.822 -0.977 2.626 0.190
H -0.067 -2.760 0.446 0.383
H -0.648 -1.212 1.146 0.394
```



No. 8
The following is a quantum chemistry calculation of 2 unconnected molecules or ions with the total composition C3H9NO2 in a non-equilibrium geometry, from OMol25.

Values from the calculation:
LUMO	0.60	eV
frontier orbital gap	10.2591	eV
relative energy (zero: lowest compared OMol25 entry of this formula, charge and spin)	21.6	kcal/mol

```
15
Properties=species:S:1:pos:R:3:nbo_charge:R:1
C -0.145 0.187 -1.908 -0.729
C 0.076 -1.272 -1.581 0.678
N 0.811 -1.522 -0.444 -0.832
O -0.372 -2.176 -2.253 -0.609
H 0.553 0.593 -2.647 0.239
H -0.021 0.808 -1.021 0.230
H -1.166 0.241 -2.248 0.237
H 0.688 -2.425 -0.019 0.394
H 0.981 -0.766 0.208 0.389
C -0.332 0.734 2.182 -0.255
O 0.340 1.598 1.246 -0.749
H 0.385 0.520 2.987 0.174
H -0.514 -0.210 1.670 0.174
H -1.216 1.216 2.605 0.182
H -0.068 2.475 1.225 0.477
```



No. 9
The following is a quantum chemistry calculation of 2 unconnected molecules or ions with the total composition C3H9NO2 in a non-equilibrium geometry, from OMol25.

Values from the calculation:
LUMO	0.77	eV
frontier orbital gap	9.9664	eV
relative energy (zero: lowest compared OMol25 entry of this formula, charge and spin)	47.1	kcal/mol

```
15
Properties=species:S:1:pos:R:3:nbo_charge:R:1
C -1.465 1.481 1.088 -0.743
C -0.035 1.717 1.277 0.782
O 0.827 2.277 0.681 -0.583
O 0.270 0.996 2.367 -0.707
H -1.590 0.341 0.689 0.270
H -1.928 2.221 0.367 0.236
H -2.096 1.416 1.971 0.249
H 1.308 1.047 2.581 0.494
C 1.261 -1.498 -1.519 -0.416
N -0.240 -1.603 -1.583 -0.850
H 1.600 -1.102 -2.537 0.196
H 1.801 -2.333 -1.233 0.180
H 1.451 -0.879 -0.633 0.189
H -0.673 -1.551 -2.413 0.353
H -0.491 -2.529 -1.104 0.349
```



No. 10
The following is a quantum chemistry calculation of 2 unconnected molecules or ions with the total composition C3H9NO2 in a non-equilibrium geometry, from OMol25.

Values from the calculation:
LUMO	0.86	eV
frontier orbital gap	10.6904	eV
relative energy (zero: lowest compared OMol25 entry of this formula, charge and spin)	32.7	kcal/mol

```
15
Properties=species:S:1:pos:R:3:nbo_charge:R:1
C 1.053 0.765 -0.534 -0.633
C 0.380 -0.323 0.316 -0.179
N 1.219 -1.072 1.262 -0.826
C -0.656 0.379 1.151 0.458
O -1.793 0.653 0.825 -0.544
H 1.835 0.311 -1.147 0.221
H 1.455 1.634 -0.021 0.215
H 0.331 1.133 -1.264 0.226
H -0.115 -1.104 -0.251 0.236
H 1.810 -0.480 1.838 0.355
H 1.832 -1.684 0.743 0.365
H -0.403 0.574 2.218 0.116
O -2.093 -0.457 -1.952 -0.965
H -3.041 -0.440 -1.978 0.471
H -1.814 0.112 -1.207 0.482
```



No. 11
The following is a quantum chemistry calculation of 2 unconnected molecules or ions with the total composition C3H9NO2 in a non-equilibrium geometry, from OMol25.

Values from the calculation:
LUMO	0.94	eV
frontier orbital gap	10.6633	eV
relative energy (zero: lowest compared OMol25 entry of this formula, charge and spin)	59.8	kcal/mol

```
15
Properties=species:S:1:pos:R:3:nbo_charge:R:1
C 2.873 -1.264 1.221 -0.722
C 2.036 -0.205 0.504 0.422
O 1.924 0.908 0.967 -0.527
H 3.804 -0.893 1.643 0.237
H 3.196 -2.025 0.521 0.216
H 2.234 -1.672 2.001 0.238
H 1.416 -0.451 -0.371 0.135
N -1.367 -0.097 -0.609 -0.833
C -2.093 1.028 -1.048 0.041
O -3.450 1.315 -0.563 -0.722
H -1.258 -0.109 0.394 0.360
H -1.964 -0.973 -0.578 0.350
H -1.606 1.892 -0.544 0.171
H -1.818 1.314 -2.140 0.170
H -3.927 1.233 -1.398 0.465
```



No. 12
The following is a quantum chemistry calculation of 2 unconnected molecules or ions with the total composition C3H9NO2 in a non-equilibrium geometry, from OMol25.

Values from the calculation:
LUMO	0.63	eV
frontier orbital gap	10.3070	eV
relative energy (zero: lowest compared OMol25 entry of this formula, charge and spin)	27.4	kcal/mol

```
15
Properties=species:S:1:pos:R:3:nbo_charge:R:1
C -0.147 -0.188 -2.330 -0.721
C -1.068 -0.866 -1.319 0.681
N -1.636 0.009 -0.371 -0.837
O -1.577 -1.944 -1.466 -0.595
H -0.676 -0.133 -3.297 0.241
H 0.808 -0.668 -2.481 0.235
H -0.037 0.885 -2.116 0.218
H -2.074 -0.566 0.332 0.375
H -1.090 0.700 0.125 0.399
C 1.402 0.729 2.321 -0.255
O 0.683 0.103 1.271 -0.737
H 0.837 1.564 2.747 0.172
H 1.631 0.081 3.173 0.173
H 2.353 1.103 1.907 0.174
H 0.591 -0.808 1.503 0.476
```



No. 13
The following is a quantum chemistry calculation of 2 unconnected molecules or ions with the total composition C3H9NO2 in a non-equilibrium geometry, from OMol25.

Values from the calculation:
LUMO	0.78	eV
frontier orbital gap	10.3269	eV
relative energy (zero: lowest compared OMol25 entry of this formula, charge and spin)	46.4	kcal/mol

```
15
Properties=species:S:1:pos:R:3:nbo_charge:R:1
C -2.302 -0.679 1.533 -0.714
C -1.041 -0.208 0.844 0.666
N 0.156 -0.406 1.467 -0.808
O -1.099 0.314 -0.292 -0.617
H -2.176 -1.669 2.016 0.217
H -3.171 -0.712 0.954 0.243
H -2.655 -0.030 2.371 0.237
H 1.005 -0.149 1.019 0.398
H 0.284 -1.049 2.152 0.380
C 1.475 0.764 -2.085 -0.223
O 2.797 0.425 -2.358 -0.721
H 0.862 -0.185 -2.504 0.195
H 1.467 0.710 -0.832 0.116
H 1.081 1.731 -2.385 0.175
H 3.317 1.142 -1.901 0.456
```



No. 14
The following is a quantum chemistry calculation of C3H9NO2 in the gas phase in a non-equilibrium geometry, from OMol25.

Values from the calculation:
LUMO	0.99	eV
frontier orbital gap	10.7131	eV
relative energy (zero: lowest compared OMol25 entry of this formula, charge and spin)	67.6	kcal/mol

```
15
Properties=species:S:1:pos:R:3:nbo_charge:R:1
C 1.067 1.247 0.633 -0.636
C 1.036 -0.226 0.258 0.075
O 2.135 -0.608 -0.615 -0.722
C -0.212 -0.601 -0.523 -0.076
O -1.295 -0.455 0.447 -0.439
N -2.565 -0.542 -0.201 -0.534
H 1.971 1.472 1.193 0.220
H 0.186 1.482 1.226 0.229
H 1.045 1.867 -0.262 0.198
H 1.134 -0.865 1.138 0.188
H 2.173 0.011 -1.354 0.460
H -0.372 0.068 -1.377 0.173
H -0.184 -1.645 -0.852 0.185
H -3.129 0.214 0.183 0.343
H -2.990 -1.418 0.105 0.337
```



No. 15
The following is a quantum chemistry calculation of 2 unconnected molecules or ions with the total composition C3H9NO2 in a non-equilibrium geometry, from OMol25.

Values from the calculation:
LUMO	0.87	eV
frontier orbital gap	10.4050	eV
relative energy (zero: lowest compared OMol25 entry of this formula, charge and spin)	29.6	kcal/mol

```
15
Properties=species:S:1:pos:R:3:nbo_charge:R:1
C 0.551 0.346 1.179 -0.752
C 1.148 -0.759 0.433 0.796
O 0.739 -1.859 0.232 -0.578
O 2.367 -0.365 -0.116 -0.711
H 0.957 1.345 1.015 0.248
H 0.741 0.210 2.261 0.249
H -0.474 0.506 0.900 0.254
H 2.833 -1.140 -0.450 0.488
C -2.013 0.574 -1.274 -0.447
N -2.230 1.618 -0.247 -0.854
H -1.110 0.827 -1.875 0.186
H -2.769 0.380 -2.052 0.186
H -1.559 -0.332 -0.845 0.207
H -2.795 2.274 -0.780 0.363
H -2.673 1.292 0.604 0.364
```



No. 16
The following is a quantum chemistry calculation of 2 unconnected molecules or ions with the total composition C3H9NO2 in a non-equilibrium geometry, from OMol25.

Values from the calculation:
LUMO (spin up / spin down)	-4.61 / -9.80	eV
charge	+1
frontier orbital gap (spin up / spin down)	9.5336 / 4.3473	eV
spin multiplicity	2
relative energy (zero: lowest compared OMol25 entry of this formula, charge and spin)	49.6	kcal/mol

```
15
Properties=species:S:1:pos:R:3:nbo_charge:R:1
C -0.779 1.218 -1.228 -0.246
C -0.254 0.860 0.183 -0.532
C 0.773 1.726 0.801 0.435
O 0.767 2.912 0.604 -0.267
N -1.746 0.178 -1.501 -0.520
H 0.091 1.240 -1.897 0.257
H -1.205 2.214 -1.241 0.247
H 0.036 -0.199 0.312 0.273
H -1.132 0.699 0.844 0.304
H 1.350 1.362 1.671 0.244
H -2.346 0.437 -2.270 0.412
H -1.237 -0.651 -1.812 0.394
H 1.271 -4.228 2.209 0.466
H 2.577 -3.690 1.900 0.464
O 1.832 -4.079 1.423 -0.929
```



Result set for energy: -249.28378, -249.25598, -324.93060, -324.93823, -324.90205, -324.90462, -324.93334, -324.93813, -324.89762, -324.92051, -324.87727, -324.92898, -324.89874, -324.86488, -324.92547, -324.54644 hartree, one per record in the order listed.